1.
Below is a structure of composition C36H72CaCl2Li2O14SV at a distorted geometry, with properties calculated with the ωB97M-V functional and the def2-TZVPD basis.

The geometry in ORCA input format:
```
! RIJCOSX wB97M-V def2-TZVPD def2/J DEFGRID3
* xyz 1 1
C 0.872 -0.646 2.590
C 0.551 -0.596 1.107
C -0.954 -0.908 0.564
C -1.776 0.329 -0.153
C -3.351 0.012 0.304
C -4.420 1.220 0.186
C -4.871 1.712 -1.292
Cl -6.000 0.596 1.022
C -1.379 1.835 0.341
C -1.178 2.077 1.945
O -1.781 1.171 2.862
C -2.946 1.501 3.598
C -3.683 2.932 3.458
O -5.143 2.924 3.805
C -5.584 4.296 4.105
C -5.668 5.269 2.747
C -0.006 2.460 -0.394
C 0.340 3.994 0.053
C 1.534 4.715 -0.821
C 1.009 6.028 -1.688
O 0.256 7.009 -0.865
S -0.606 2.589 -2.208
O -1.410 3.949 -2.238
O 0.540 2.771 -3.223
O -1.744 1.382 -2.564
C -1.523 0.131 -1.795
Cl 0.278 -0.302 -2.220
C -2.287 -1.186 -2.439
C -3.620 -0.866 -3.328
C -4.872 -1.817 -2.755
C -4.533 -3.427 -2.818
C -6.105 -1.583 -3.861
H 0.765 -1.603 3.255
H 1.199 0.400 3.059
H 1.435 -0.308 0.381
H -0.849 -1.858 -0.156
H -1.523 -1.364 1.512
H -3.828 -0.920 -0.215
H -3.388 -0.286 1.464
H -4.119 2.172 0.809
H -5.794 2.455 -1.141
H -5.333 0.789 -1.882
H -4.082 2.318 -1.907
H -2.159 2.681 0.010
H 0.006 1.960 2.103
H -1.335 3.245 2.128
H -3.778 0.669 3.383
H -2.706 1.357 4.761
H -3.198 3.657 4.274
H -3.525 3.500 2.428
H -6.682 4.340 4.570
H -4.902 4.883 4.859
H -6.034 6.369 3.014
H -4.599 5.400 2.239
H -6.432 4.857 1.960
H 0.908 1.738 -0.350
H 0.753 3.934 1.172
H -0.600 4.715 0.119
H 2.153 3.945 -1.476
H 2.326 5.158 -0.044
H 2.002 6.600 -2.026
H 0.455 5.741 -2.677
H -0.732 6.876 -1.010
H -2.507 -1.971 -1.565
H -1.584 -1.816 -3.176
H -3.457 -1.265 -4.442
H -3.909 0.257 -3.444
H -5.300 -1.444 -1.733
H -4.505 -3.832 -3.940
H -3.581 -3.751 -2.218
H -5.453 -3.988 -2.317
H -6.477 -0.474 -3.851
H -5.671 -1.916 -4.920
H -6.987 -2.345 -3.641
O 3.170 -1.950 4.592
C 4.071 -2.108 3.785
O 4.034 -3.006 2.757
C 5.293 -2.999 2.085
C 5.913 -1.667 2.414
C 5.387 -1.391 3.800
H 5.891 -3.839 2.455
H 5.137 -3.122 1.009
H 7.005 -1.673 2.354
H 5.540 -0.903 1.721
H 6.024 -1.830 4.572
H 5.250 -0.321 3.972
O 7.786 -1.727 5.750
V 7.440 -1.170 7.380
O 7.095 -0.613 9.010
C 3.700 2.168 -3.308
O 4.421 1.661 -2.319
H 3.774 3.255 -3.483
H 3.894 1.784 -4.324
H 2.605 2.045 -3.250
C -1.800 -8.102 -0.161
C -2.055 -7.116 0.968
C -2.028 -5.655 0.510
C -0.689 -5.170 -0.055
C 0.510 -5.308 0.888
C 0.374 -4.484 2.158
H -0.805 -7.972 -0.595
H -1.864 -9.129 0.215
H -2.542 -7.986 -0.956
H -1.331 -7.280 1.772
H -3.043 -7.327 1.397
H -2.320 -5.018 1.354
H -2.799 -5.509 -0.256
H -0.796 -4.114 -0.339
H -0.469 -5.708 -0.984
H 1.410 -4.980 0.355
H 0.674 -6.359 1.147
H 0.251 -3.422 1.922
H 1.272 -4.592 2.775
H -0.482 -4.805 2.759
C 7.056 1.472 -5.601
C 5.966 0.990 -6.575
O 5.209 2.038 -6.856
H 6.629 1.860 -4.668
H 7.713 0.635 -5.337
H 7.685 2.254 -6.044
H 5.499 0.124 -6.080
H 6.510 0.501 -7.398
Ca 3.405 0.230 -4.648
O 3.925 6.209 -2.144
H 4.613 5.668 -2.487
Li 6.300 0.718 -1.600
O 10.930 -0.224 7.188
H 11.772 0.040 7.510
Li 4.974 4.475 -4.506
*
```

As for the HOMO energy: -8.869 eV.

---

2.
Below is a structure of composition C36H72Li3O13P at a distorted geometry, with properties calculated with the ωB97M-V functional and the def2-TZVPD basis.

The geometry in ORCA input format:
```
! RIJCOSX wB97M-V def2-TZVPD def2/J DEFGRID3
* xyz 0 1
Li -0.784 2.411 -0.602
Li 0.449 -1.852 0.857
Li 0.510 1.145 2.536
P -0.259 0.347 0.414
O 1.010 -0.099 1.265
O 0.004 0.803 -1.027
O -0.771 1.637 1.148
O -1.136 -0.907 0.548
C -4.703 1.042 -1.902
C -5.094 2.521 -1.823
C -3.926 3.202 -1.113
O -2.823 2.318 -1.246
C -3.258 0.966 -1.368
H -4.704 0.701 -2.942
H -5.362 0.336 -1.399
H -6.045 2.673 -1.309
H -5.268 2.917 -2.824
H -4.118 3.353 -0.045
H -3.646 4.156 -1.559
H -3.227 0.386 -0.442
H -2.528 0.521 -2.044
C -0.993 2.128 -4.043
C -0.070 0.947 -4.381
C 0.599 1.301 -5.720
O -0.109 2.453 -6.201
C -0.603 3.170 -5.102
H -0.774 2.524 -3.055
H -2.032 1.806 -4.076
H -0.554 -0.029 -4.354
H 0.681 0.862 -3.589
H 0.455 0.577 -6.518
H 1.657 1.530 -5.562
H -1.441 3.782 -5.446
H 0.122 3.897 -4.703
C 2.313 4.718 4.194
C 1.567 5.237 2.961
C 1.261 3.968 2.161
O 1.411 2.873 3.081
C 1.747 3.309 4.398
H 2.097 5.366 5.051
H 3.402 4.759 4.143
H 2.178 5.956 2.419
H 0.627 5.688 3.277
H 1.918 3.809 1.305
H 0.243 3.901 1.776
H 2.507 2.616 4.749
H 0.873 3.370 5.049
C -1.559 -5.399 2.238
C -0.139 -5.938 2.291
C 0.619 -4.716 2.803
O -0.001 -3.628 2.131
C -1.365 -3.936 1.800
H -1.894 -5.340 3.280
H -2.271 -5.946 1.631
H 0.234 -6.207 1.299
H 0.000 -6.820 2.918
H 1.657 -4.725 2.465
H 0.602 -4.580 3.889
H -1.490 -3.787 0.732
H -2.077 -3.308 2.335
C -0.840 -1.677 4.618
C -1.670 -0.668 5.408
C -0.936 0.670 5.128
O 0.175 0.352 4.284
C 0.526 -1.014 4.492
H -1.194 -1.765 3.591
H -0.824 -2.665 5.079
H -1.569 -0.857 6.475
H -2.706 -0.632 5.087
H -0.503 1.022 6.074
H -1.483 1.492 4.673
H 1.194 -1.107 5.358
H 1.072 -1.338 3.608
C -3.261 -5.056 -2.025
C -2.778 -3.619 -1.740
C -3.671 -3.153 -0.588
O -4.055 -4.340 0.092
C -4.271 -5.331 -0.900
H -2.428 -5.759 -2.035
H -3.690 -5.091 -3.027
H -3.028 -2.975 -2.587
H -1.713 -3.531 -1.537
H -4.554 -2.631 -0.988
H -3.181 -2.461 0.097
H -5.318 -5.275 -1.223
H -4.129 -6.319 -0.461
C 3.990 -0.016 0.238
C 5.457 -0.023 -0.224
C 6.278 0.083 1.068
O 5.403 -0.140 2.153
C 4.070 0.155 1.761
H 3.432 -0.915 -0.026
H 3.434 0.793 -0.236
H 5.687 0.733 -0.973
H 5.672 -0.967 -0.734
H 6.771 1.062 1.145
H 7.077 -0.659 1.112
H 3.872 1.216 1.977
H 3.325 -0.443 2.276
C 1.715 5.510 -2.438
C 2.567 4.493 -1.672
C 1.552 3.359 -1.448
O 0.327 4.038 -1.164
C 0.296 5.259 -1.918
H 1.834 5.339 -3.509
H 2.076 6.524 -2.267
H 2.846 4.879 -0.686
H 3.471 4.114 -2.144
H 1.870 2.732 -0.621
H 1.470 2.764 -2.362
H -0.008 6.059 -1.243
H -0.429 5.196 -2.732
C 1.314 -4.255 -2.666
C 0.886 -2.880 -3.225
C 0.599 -2.070 -1.947
O 0.852 -2.948 -0.824
C 1.796 -3.900 -1.281
H 2.078 -4.730 -3.282
H 0.443 -4.911 -2.641
H -0.024 -2.969 -3.814
H 1.699 -2.436 -3.795
H -0.417 -1.687 -1.867
H 1.209 -1.169 -1.840
H 1.822 -4.757 -0.603
H 2.805 -3.465 -1.252
*
```

As for the HOMO energy: -7.715 eV. Its energy above the lowest of the compared OMol25 structures with the same formula, charge and spin is 0.0000 eV.

---

- Number 2 is which compound?
  C36H72Li3O13P

---

- What is the formula in the second record?
  C36H72Li3O13P